Molecular formula: C41H48N2O5
Method: DFT, ωB97M-V/def2-TZVPD

Structure (XYZ):
```
96
Properties=species:S:1:pos:R:3:mulliken_charge:R:1
C -5.233 2.028 2.761 -0.87
C -6.149 0.851 2.493 -0.84
N -5.855 0.178 1.244 -0.06
C -6.974 -0.556 0.693 -0.83
C -6.563 -1.650 -0.277 -0.80
C -5.526 -1.137 -1.275 -0.49
C -4.384 -0.481 -0.569 0.59
C -4.624 0.196 0.666 0.63
C -3.535 0.843 1.313 -0.71
C -2.256 0.710 0.797 -0.56
C -1.999 0.044 -0.422 0.67
C -0.663 -0.005 -0.997 -0.86
C 0.283 0.982 -0.663 -0.94
C 1.531 1.166 -1.219 -0.53
C 2.500 2.097 -0.704 1.05
C 2.314 2.796 0.525 -1.13
C 3.262 3.676 1.029 0.19
C 4.493 3.864 0.339 0.48
N 5.478 4.637 0.880 -0.04
C 5.339 5.327 2.145 -0.80
C 3.898 5.617 2.505 -0.88
C 3.018 4.384 2.321 -0.83
C 6.785 4.797 0.281 -0.79
C 7.135 3.708 -0.715 -0.81
C 5.961 3.432 -1.658 -1.06
C 4.679 3.215 -0.920 0.51
C 3.692 2.389 -1.423 -1.03
C -3.111 -0.489 -1.104 -0.85
C -3.769 1.652 2.547 -0.78
H -5.506 2.856 2.099 0.33
H -5.391 2.355 3.791 0.37
H -6.069 0.122 3.321 0.32
H -7.198 1.172 2.455 0.50
H -7.543 -0.983 1.531 0.51
H -7.650 0.154 0.183 0.30
H -6.141 -2.492 0.289 0.32
H -7.455 -2.007 -0.803 0.35
H -5.147 -1.976 -1.873 0.17
H -6.008 -0.434 -1.979 0.30
H -1.426 1.148 1.352 0.69
H -0.571 -0.504 -1.964 0.80
H -0.045 1.748 0.045 0.55
H 1.792 0.659 -2.155 0.49
H 1.408 2.614 1.102 0.66
H 5.806 4.717 2.940 0.32
H 5.920 6.257 2.084 0.49
H 3.865 5.954 3.543 0.36
H 3.527 6.435 1.880 0.33
H 1.966 4.683 2.380 0.40
H 3.195 3.694 3.161 0.30
H 6.835 5.781 -0.220 0.32
H 7.530 4.825 1.088 0.48
H 8.015 4.021 -1.286 0.36
H 7.392 2.790 -0.171 0.32
H 5.857 4.283 -2.350 0.31
H 6.184 2.547 -2.264 0.39
H 3.843 1.918 -2.403 0.39
H -2.968 -0.904 -2.108 0.62
H -3.166 2.568 2.514 0.38
H -3.413 1.077 3.415 0.31
C 2.895 -3.356 2.701 -1.19
C 1.441 -3.088 2.435 -0.21
O 1.345 -2.825 1.009 -0.25
C 0.159 -2.363 0.597 -0.71
C 0.006 -2.301 -0.882 1.64
C 1.197 -2.094 -1.754 -0.11
O 1.122 -1.721 -2.929 -0.71
O 2.397 -2.281 -1.191 -0.20
C 3.487 -2.114 -2.145 0.05
C 4.729 -2.429 -1.368 -1.27
C -1.108 -2.993 -1.438 1.18
C -1.366 -2.953 -2.841 -0.51
C -2.469 -3.561 -3.394 -1.06
C -3.376 -4.268 -2.575 0.56
O -4.504 -4.728 -3.176 -0.44
C -5.321 -5.726 -2.537 -0.78
C -3.129 -4.364 -1.189 -0.40
C -2.041 -3.707 -0.630 -0.72
O -0.728 -2.037 1.381 -0.62
H 3.023 -3.533 3.771 0.43
H 3.262 -4.240 2.160 0.28
H 3.505 -2.489 2.417 0.26
H 0.825 -3.967 2.676 0.26
H 1.093 -2.197 2.972 0.29
H 3.357 -2.813 -2.983 0.32
H 3.487 -1.074 -2.500 0.10
H 5.601 -2.333 -2.023 0.44
H 4.848 -1.727 -0.528 0.26
H 4.710 -3.456 -0.970 0.29
H -0.662 -2.450 -3.501 0.48
H -2.654 -3.513 -4.467 0.40
H -6.017 -6.041 -3.320 0.27
H -4.726 -6.588 -2.192 0.33
H -5.884 -5.294 -1.693 0.24
H -3.780 -4.952 -0.534 0.39
H -1.883 -3.771 0.450 0.33
```

Summary:
* frontier orbital gap: 5.328 eV
* E_HOMO: -6.0 eV
* M: 648.84 Da
* net charge: 0
* electronic energy: -56512.823 eV
* 2S+1: 1
* energy relative to the best compared isomer or geometry (same formula, charge and spin): 22.2 kcal per mole
* LUMO: -0.6 eV